Entry 1:
Computed, not measured: a cluster of 2 separate species, C4H6Cl2FI in total at a distorted geometry, with ωB97M-V with the def2-TZVPD basis set.

The energy relative to the best compared isomer or geometry (same formula, charge and spin) is 2.938 eV. The HOMO energy (spin up / spin down) comes out at -7.8 / -8.7 eV. The frontier orbital gap (spin up / spin down) comes out at 7.197 / 8.602 eV.

ORCA input file:
```
! RIJCOSX wB97M-V def2-TZVPD def2/J DEFGRID3
* xyz 0 1
C -1.268 0.309 -0.997
C -0.603 -0.573 1.316
C -0.529 0.555 0.354
C 1.901 -0.191 -0.440
F 2.924 0.132 0.413
Cl 2.012 0.819 -1.843
Cl 1.896 -1.869 -0.677
I -0.246 2.359 1.256
H -2.318 0.519 -0.731
H -1.022 1.185 -1.726
H -1.061 -0.678 -1.367
H -1.551 -0.642 1.716
H -0.251 -1.464 0.720
H 0.115 -0.461 2.006
*
```

Atomic partial charges in e from the Mulliken method, atoms 1 to 6:
1 C -1.044
2 C -1.321
3 C 0.150
4 C 0.320
5 F -0.207
6 Cl -0.120

Entry 2:
Computed, not measured: a cluster of 2 separate species, C4H6Cl2NO4P in total at a distorted geometry, with ωB97M-V with the def2-TZVPD basis set.

The HOMO energy (spin up / spin down) comes out at -5.9 / -10.3 eV. The frontier orbital gap (spin up / spin down) comes out at 6.304 / 6.515 eV. The expectation value of S² is 2.01.

ORCA input file:
```
! RIJCOSX wB97M-V def2-TZVPD def2/J DEFGRID3
* xyz 0 3
C -2.961 0.918 -0.406
C -0.795 0.245 -0.686
C -2.945 -0.328 0.454
C -1.418 -0.795 0.315
N 4.222 0.101 0.236
O -1.721 1.116 -1.094
O -3.904 1.592 -0.653
O 2.518 1.456 -1.122
O 0.291 0.195 -1.130
P 2.714 0.235 -0.332
Cl 2.426 -1.595 -1.058
Cl 1.589 0.321 1.393
H -3.287 -0.127 1.482
H -3.698 -0.910 -0.081
H -1.177 -1.838 0.071
H -1.079 -0.606 1.321
H 4.449 0.758 1.049
H 4.777 -0.736 0.241
*
```

Atomic partial charges in e from the Mulliken method, atoms 1 to 6:
1 C 0.206
2 C 0.504
3 C -0.396
4 C -0.418
5 N -0.541
6 O -0.290

Entry 3:
Computed, not measured: an isolated molecule of C4H6Cl2O at a distorted geometry, with ωB97M-V with the def2-TZVPD basis set.

The energy relative to the best compared isomer or geometry (same formula, charge and spin) is 2.724 eV. The HOMO energy comes out at -8.7 eV. The frontier orbital gap comes out at 9.245 eV.

ORCA input file:
```
! RIJCOSX wB97M-V def2-TZVPD def2/J DEFGRID3
* xyz 0 1
C 1.498 0.115 0.795
C 0.555 -0.365 -0.286
O 0.235 0.464 -1.408
C -0.904 0.793 -0.649
Cl -1.030 2.218 0.284
C -2.140 0.061 -0.900
Cl -2.933 -0.748 0.528
H 1.275 -0.481 1.643
H 1.167 1.074 1.123
H 2.677 0.149 0.657
H 0.272 -1.473 -0.380
H -1.886 -0.781 -1.570
H -2.935 0.714 -1.264
*
```

Atomic partial charges in e from the Mulliken method, atoms 1 to 6:
1 C -0.946
2 C 0.048
3 O -0.380
4 C 0.495
5 Cl -0.180
6 C -0.694

Entry 4:
Computed, not measured: a cluster of 2 separate species, C4H6Cl2O3P in total at a distorted geometry, with ωB97M-V with the def2-TZVPD basis set.

The energy relative to the best compared isomer or geometry (same formula, charge and spin) is 0.000 eV. The HOMO energy comes out at -5.3 eV. The frontier orbital gap comes out at 8.496 eV.

ORCA input file:
```
! RIJCOSX wB97M-V def2-TZVPD def2/J DEFGRID3
* xyz -1 1
C -1.908 -0.402 -0.495
C -2.725 -0.289 -1.537
C -3.224 0.222 -0.239
C 2.456 0.913 1.243
O 2.771 -0.935 -0.793
O 0.947 -1.297 0.861
O 0.614 0.504 -0.953
P 1.537 -0.221 0.002
Cl -4.392 -0.792 0.549
Cl -3.428 1.886 -0.131
H 3.134 -1.701 -0.391
H -1.008 -0.754 -0.194
H -3.001 -0.466 -2.522
H 2.898 1.956 0.943
H 1.823 0.960 2.197
H 3.506 0.416 1.459
*
```

Atomic partial charges in e from the Mulliken method, atoms 1 to 6:
1 C -0.397
2 C -0.721
3 C 0.664
4 C -0.888
5 O -0.568
6 O -0.825

Entry 5:
Computed, not measured: an isolated molecule of C4H6Cl2S at a distorted geometry, with ωB97M-V with the def2-TZVPD basis set.

The energy relative to the best compared isomer or geometry (same formula, charge and spin) is 0.107 eV. The HOMO energy comes out at -9.5 eV. The frontier orbital gap comes out at 10.291 eV.

ORCA input file:
```
! RIJCOSX wB97M-V def2-TZVPD def2/J DEFGRID3
* xyz 0 1
S -2.622 -0.290 -0.698
C -1.502 1.090 -0.345
C -0.069 0.718 -0.023
C 0.487 -0.483 -0.062
C 1.886 -0.729 0.256
Cl 2.065 -1.803 1.689
Cl 2.781 -1.413 -1.110
H -2.610 -0.843 0.532
H -1.857 1.712 0.464
H -1.473 1.730 -1.253
H 0.583 1.556 0.285
H -0.085 -1.375 -0.346
H 2.417 0.128 0.611
*
```

Atomic partial charges in e from the Mulliken method, atoms 1 to 6:
1 S -0.216
2 C -0.624
3 C -0.219
4 C -0.141
5 C -0.047
6 Cl -0.179

Entry 6:
Computed, not measured: a cluster of 2 separate species, C4H6Cl5O2P in total at a distorted geometry, with ωB97M-V with the def2-TZVPD basis set.

The energy relative to the best compared isomer or geometry (same formula, charge and spin) is 0.443 eV. The HOMO energy comes out at -8.8 eV. The frontier orbital gap comes out at 8.533 eV.

ORCA input file:
```
! RIJCOSX wB97M-V def2-TZVPD def2/J DEFGRID3
* xyz 0 1
O -0.471 -1.101 0.923
P -1.839 -1.504 1.401
Cl -2.494 -3.325 0.927
Cl -3.394 -0.285 1.127
Cl -1.773 -1.626 3.500
C 1.992 0.445 0.846
C 2.107 0.625 -0.639
O 1.036 0.007 -1.309
C -0.051 0.820 -1.538
C -1.320 0.433 -1.614
Cl -2.044 -1.081 -1.541
Cl -2.507 1.685 -2.002
H 2.762 0.937 1.235
H 1.021 0.912 1.263
H 1.935 -0.548 1.213
H 3.071 0.048 -0.988
H 2.010 1.621 -1.108
H -0.039 1.939 -1.695
*
```

Atomic partial charges in e from the Mulliken method, atoms 1 to 6:
1 O -0.316
2 P 0.746
3 Cl -0.134
4 Cl -0.110
5 Cl -0.236
6 C -1.057

Entry 7:
Computed, not measured: an isolated molecule of C4H6ClF at a distorted geometry, with ωB97M-V with the def2-TZVPD basis set.

The energy relative to the best compared isomer or geometry (same formula, charge and spin) is 0.890 eV. The HOMO energy comes out at -9.4 eV. The frontier orbital gap comes out at 10.374 eV.

ORCA input file:
```
! RIJCOSX wB97M-V def2-TZVPD def2/J DEFGRID3
* xyz 0 1
C -1.428 0.420 0.116
C -0.504 -0.776 -0.035
C 1.013 -0.393 -0.016
Cl 2.085 -1.582 0.661
C 1.527 0.801 -0.308
F 2.836 1.091 -0.118
H -1.067 1.014 0.974
H -2.348 -0.162 0.299
H -1.441 0.897 -0.868
H -0.818 -1.325 -0.878
H -0.794 -1.558 0.734
H 0.940 1.573 -0.561
*
```

Atomic partial charges in e from the Mulliken method, atoms 1 to 6:
1 C -1.176
2 C -0.423
3 C 0.088
4 Cl -0.203
5 C -0.162
6 F -0.238

Entry 8:
Computed, not measured: an isolated molecule of C4H6ClF at a distorted geometry, with ωB97M-V with the def2-TZVPD basis set.

The energy relative to the best compared isomer or geometry (same formula, charge and spin) is 1.108 eV. The HOMO energy comes out at -10.1 eV. The frontier orbital gap comes out at 11.078 eV.

ORCA input file:
```
! RIJCOSX wB97M-V def2-TZVPD def2/J DEFGRID3
* xyz 0 1
C -1.323 -0.706 0.475
C -0.306 -0.019 -0.387
C 1.169 -0.287 -0.400
F 1.821 -0.316 -1.603
C 0.701 0.975 0.194
Cl 1.171 2.537 -0.559
H -2.318 -0.467 0.105
H -1.271 -1.724 0.355
H -1.171 -0.424 1.499
H -0.673 0.146 -1.307
H 1.603 -0.901 0.345
H 0.595 1.186 1.282
*
```

Atomic partial charges in e from the Mulliken method, atoms 1 to 6:
1 C -1.316
2 C -0.153
3 C 0.095
4 F -0.284
5 C -0.286
6 Cl -0.210

Entry 9:
Computed, not measured: an isolated molecule of C4H6ClF at a distorted geometry, with ωB97M-V with the def2-TZVPD basis set.

The energy relative to the best compared isomer or geometry (same formula, charge and spin) is 1.730 eV. The HOMO energy (spin up / spin down) comes out at -5.5 / -10.2 eV. The frontier orbital gap (spin up / spin down) comes out at 6.445 / 7.876 eV. The expectation value of S² is 2.01.

ORCA input file:
```
! RIJCOSX wB97M-V def2-TZVPD def2/J DEFGRID3
* xyz 0 3
C 0.582 1.276 0.707
C 0.273 0.170 0.059
C 1.045 -1.120 -0.130
C -1.426 0.242 -0.560
F -2.036 1.433 -0.221
Cl -2.445 -0.970 0.253
H 0.030 2.115 0.717
H 1.521 1.268 1.297
H 0.453 -1.879 -0.304
H 1.718 -1.069 -0.881
H 1.565 -1.436 0.730
H -1.280 -0.031 -1.668
*
```

Atomic partial charges in e from the Mulliken method, atoms 1 to 6:
1 C -1.142
2 C 0.458
3 C -1.326
4 C 0.184
5 F -0.243
6 Cl -0.186